ORCA calculation (ωB97M-V/def2-TZVPD) on a cluster of 2 separate species, C4H8N4 in total.

Geometry as XYZ:
```
16
Properties=species:S:1:pos:R:3
C 1.19 -0.72 -0.75
C 1.26 0.79 -0.45
C 0.27 1.47 -0.18
C -1.17 1.12 0.08
H 0.44 0.47 1.64
H -0.58 -1.52 1.42
H 1.72 -1.02 -1.64
H 2.40 1.38 -0.28
H 0.60 2.62 0.29
H -1.37 1.80 0.71
H -2.12 -1.81 -0.75
H -0.48 -1.24 -1.01
N 0.45 -0.88 1.34
N 0.82 -1.50 0.20
N -1.88 0.04 0.20
N -1.57 -1.00 -0.83
```

Values from the calculation:
E_HOMO = -8.754 eV
Frontier orbital gap = 9.061 eV
Energy relative to the best compared isomer or geometry (same formula, charge and spin) = 221.4 kcal/mol

Here are the Löwdin charges for atoms 1 to 4, given in e: atom 1 (C): -0.22, atom 2 (C): -0.18, atom 3 (C): -0.22, atom 4 (C): -0.21

---

ORCA calculation (ωB97M-V/def2-TZVPD) on a cluster of 2 separate species, CH2N2O2Si in total.

Geometry as XYZ:
```
8
Properties=species:S:1:pos:R:3
C 0.28 -0.53 -1.70
N 0.11 -0.59 -2.82
N -0.81 0.60 0.96
O -0.73 1.64 1.60
O -1.85 0.07 0.62
Si 0.71 -0.02 0.06
H 1.79 0.85 0.71
H 0.50 -2.02 0.57
```

Values from the calculation:
E_HOMO = -10.969 eV
Frontier orbital gap = 9.610 eV
Energy relative to the best compared isomer or geometry (same formula, charge and spin) = 63.7 kcal/mol

Here are the Löwdin charges for atoms 1 to 4, given in e: atom 1 (C): -0.38, atom 2 (N): 0.10, atom 3 (N): -0.54, atom 4 (O): 0.00

---

ORCA calculation (ωB97M-V/def2-TZVPD) on a cluster of 2 separate species, C2H7NO2P in total.

Geometry as XYZ:
```
13
Properties=species:S:1:pos:R:3
C 0.20 -0.33 -1.55
C -0.19 0.03 0.49
N 0.82 1.07 0.85
O -1.27 -2.34 0.71
O -1.41 0.57 0.65
P 0.08 -1.84 0.77
H -0.57 -1.00 -1.89
H 1.20 -0.72 -1.60
H 0.09 0.67 -1.95
H 1.42 1.34 0.05
H 0.29 1.91 1.15
H 1.43 0.76 1.62
H -2.09 -0.13 0.71
```

Values from the calculation:
Net charge = +1
E_HOMO = -13.721 eV
Frontier orbital gap = 8.818 eV
Energy relative to the best compared isomer or geometry (same formula, charge and spin) = 67.2 kcal/mol

Here are the Löwdin charges for atoms 1 to 4, given in e: atom 1 (C): 0.04, atom 2 (C): -0.58, atom 3 (N): 0.22, atom 4 (O): -0.42

---

ORCA calculation (ωB97M-V/def2-TZVPD) on the molecule C4H6O2.

Geometry as XYZ:
```
12
Properties=species:S:1:pos:R:3
C 1.71 0.34 -0.58
C 0.36 0.29 0.06
O 0.04 1.47 0.64
C -0.46 -0.78 0.00
C -1.91 -0.68 0.14
O -2.67 -1.60 -0.06
H 1.79 -0.45 -1.33
H 2.52 0.24 0.14
H 1.83 1.31 -1.08
H -0.75 1.36 1.19
H -0.07 -1.72 -0.35
H -2.31 0.34 0.33
```

Values from the calculation:
E_HOMO = -9.438 eV
Frontier orbital gap = 9.879 eV
Energy relative to the best compared isomer or geometry (same formula, charge and spin) = 25.2 kcal/mol
SMILES = C/C(O)=C/C=O

Here are the Löwdin charges for atoms 1 to 4, given in e: atom 1 (C): -0.01, atom 2 (C): -0.37, atom 3 (O): 0.07, atom 4 (C): -0.03

---

ORCA calculation (ωB97M-V/def2-TZVPD) on a structure of composition C30H22Cl2N3PRhS.

Geometry as XYZ:
```
60
Properties=species:S:1:pos:R:3
Rh 0.43 -0.60 0.51
N -2.49 -1.40 -0.12
P -1.50 -0.08 -0.53
C -2.67 1.26 -0.71
C -3.48 1.33 -1.85
C -4.42 2.34 -1.95
C -4.54 3.28 -0.94
C -3.73 3.22 0.19
C -2.79 2.21 0.30
C -0.85 -0.46 -2.17
C -0.38 0.59 -2.97
C 0.17 0.31 -4.20
C 0.30 -1.01 -4.63
C -0.14 -2.05 -3.83
C -0.72 -1.78 -2.59
C -2.08 -2.46 0.68
C -2.98 -3.45 1.07
C -2.52 -4.45 1.90
C -1.19 -4.45 2.31
C -0.37 -3.45 1.86
N -0.79 -2.47 1.05
H -3.49 -1.32 -0.28
H -3.37 0.60 -2.64
H -5.05 2.40 -2.83
H -5.27 4.08 -1.03
H -3.82 3.96 0.97
H -2.14 2.16 1.18
H -0.46 1.62 -2.63
H 0.52 1.12 -4.83
H 0.75 -1.22 -5.59
H -0.05 -3.07 -4.17
H -1.08 -2.59 -1.98
H -4.01 -3.41 0.74
H -3.20 -5.23 2.23
H -0.80 -5.22 2.96
H 0.66 -3.40 2.16
Cl 2.50 -1.59 1.38
C 2.72 -0.73 2.90
C 3.91 -0.95 3.58
C 4.11 -0.28 4.78
C 3.15 0.59 5.25
C 1.97 0.79 4.55
Cl 0.79 1.88 5.17
C 1.72 0.11 3.34
S 0.16 0.33 2.55
H 4.65 -1.62 3.18
H 5.03 -0.44 5.33
H 3.29 1.13 6.18
N 4.76 4.16 -3.05
C 4.10 3.43 -2.47
C 3.26 2.51 -1.74
C 3.25 1.17 -2.08
C 2.45 0.28 -1.37
C 1.66 0.73 -0.33
C 1.68 2.08 0.02
C 2.47 2.98 -0.68
H 3.87 0.81 -2.89
H 2.46 -0.77 -1.66
H 1.07 2.45 0.84
H 2.49 4.03 -0.42
```

Values from the calculation:
Net charge = +1
E_HOMO = -10.797 eV
Frontier orbital gap = 6.627 eV
Energy relative to the best compared isomer or geometry (same formula, charge and spin) = 0.0 kcal/mol

Here are the Löwdin charges for atoms 1 to 4, given in e: atom 1 (Rh): 0.47, atom 2 (N): -0.08, atom 3 (P): 0.94, atom 4 (C): -0.34

---

ORCA calculation (ωB97M-V/def2-TZVPD) on a cluster of 6 separate species, CH14O6 in total.

Geometry as XYZ:
```
21
Properties=species:S:1:pos:R:3
C -2.82 2.61 -1.72
O -4.08 1.93 -1.89
H -3.04 3.56 -1.22
H -2.27 2.69 -2.66
H -2.28 1.97 -1.04
H -4.51 2.24 -2.68
H 3.28 -0.80 0.97
H 1.86 -1.15 1.31
O 2.62 -0.67 1.67
H -0.14 -0.76 -1.86
H 0.34 -0.88 -0.48
O 0.33 -1.41 -1.30
H 0.99 -3.73 -0.40
H 0.76 -5.08 0.35
O 1.02 -4.17 0.47
H 2.53 1.47 -0.61
H 3.32 1.14 -1.92
O 2.60 0.85 -1.34
H 0.49 -0.36 4.91
H -0.92 0.10 4.56
O -0.06 0.43 4.88
```

Values from the calculation:
Net charge = -1
E_HOMO (alpha / beta) = 0.716 / -7.586 eV
Frontier orbital gap (alpha / beta) = 2.623 / 10.886 eV
Energy relative to the best compared isomer or geometry (same formula, charge and spin) = 21.8 kcal/mol
2S+1 = 2
<S²> = 0.750

Here are the Löwdin charges for atoms 1 to 4, given in e: atom 1 (C): -0.26, atom 2 (O): -0.17, atom 3 (H): 0.06, atom 4 (H): 0.05

---

ORCA calculation (ωB97M-V/def2-TZVPD) on a structure of composition C10H24MgNO2P.

Geometry as XYZ:
```
39
Properties=species:S:1:pos:R:3
Mg 0.15 0.00 -1.07
H 1.41 2.95 -1.02
H 1.40 2.89 -1.76
P 0.04 -0.47 -3.57
C 1.35 -1.41 -4.42
H 1.06 -1.56 -5.47
H 2.28 -0.84 -4.35
H 1.47 -2.37 -3.90
C -1.51 -1.34 -4.02
H -2.35 -0.76 -3.62
H -1.57 -1.43 -5.12
H -1.50 -2.33 -3.54
C -0.06 1.11 -4.49
H 0.90 1.63 -4.39
H -0.29 0.90 -5.54
H -0.85 1.73 -4.04
C 2.33 -0.88 -1.28
O 3.43 -1.10 -1.09
H -1.53 0.40 -1.22
H -0.12 -1.89 -1.03
O 0.86 0.27 0.71
C 0.42 -0.03 1.85
C 1.24 0.40 3.00
C 0.56 1.47 3.89
C -0.50 0.88 4.81
C -1.71 0.24 4.13
C -1.41 -0.99 3.27
N -0.76 -0.64 1.99
H 1.53 -0.47 3.58
H 2.12 0.86 2.56
H 1.34 1.93 4.51
H 0.15 2.27 3.27
H -0.03 0.13 5.45
H -0.86 1.68 5.45
H -2.41 -0.08 4.91
H -2.24 0.97 3.52
H -0.75 -1.68 3.83
H -2.34 -1.52 3.06
H -1.24 -0.93 1.15
```

Values from the calculation:
E_HOMO = -6.535 eV
Frontier orbital gap = 7.262 eV

Here are the Löwdin charges for atoms 1 to 4, given in e: atom 1 (Mg): -0.01, atom 2 (H): 0.05, atom 3 (H): 0.04, atom 4 (P): 0.64

---

ORCA calculation (ωB97M-V/def2-TZVPD) on a structure of composition C19H26AuBrN6O.

Geometry as XYZ:
```
54
Properties=species:S:1:pos:R:3
Au 0.12 -1.20 0.28
C 3.07 -1.48 -0.66
C 2.09 -0.44 -0.21
O 2.30 0.73 -0.11
H 4.07 -1.04 -0.75
H 2.74 -1.87 -1.62
H 3.08 -2.30 0.05
N -2.94 -5.82 -2.66
C -2.29 -4.82 -2.05
C -0.96 -4.95 -1.61
C -0.35 -3.90 -0.99
N -0.95 -2.71 -0.77
C -2.22 -2.58 -1.19
C -2.92 -3.58 -1.82
H -2.49 -6.71 -2.82
H -3.89 -5.73 -2.97
H -0.42 -5.88 -1.76
H 0.67 -4.00 -0.65
H -2.69 -1.63 -0.99
H -3.94 -3.41 -2.13
Br -2.53 -0.20 1.95
C -0.93 0.15 2.89
C -1.01 0.67 4.17
C 0.18 0.90 4.84
C 1.38 0.60 4.22
C 1.35 0.09 2.94
N 0.21 -0.13 2.27
H -1.97 0.88 4.62
H 0.16 1.30 5.85
H 2.33 0.76 4.72
H 2.27 -0.15 2.42
C 1.21 5.38 -1.26
C 1.75 4.34 -0.31
N 0.81 3.22 -0.21
C -0.43 3.23 -0.67
N -1.07 2.01 -0.59
C -2.42 1.97 -1.08
C -2.69 2.95 -2.20
C -2.34 4.35 -1.73
N -1.00 4.34 -1.12
C -0.27 5.61 -0.99
H 1.33 5.06 -2.30
H 1.75 6.32 -1.14
H 1.90 4.76 0.69
H 2.70 3.94 -0.65
H 1.17 2.30 0.03
H -3.06 2.21 -0.21
H -2.65 0.94 -1.34
H -3.74 2.92 -2.49
H -2.10 2.69 -3.08
H -3.06 4.72 -1.00
H -2.31 5.05 -2.56
H -0.43 6.01 0.02
H -0.70 6.32 -1.70
```

Values from the calculation:
Net charge = +2
E_HOMO (alpha / beta) = -13.097 / -13.863 eV
Frontier orbital gap (alpha / beta) = 8.236 / 6.035 eV
Energy relative to the best compared isomer or geometry (same formula, charge and spin) = 2.4 kcal/mol
2S+1 = 3
<S²> = 2.014

Here are the Löwdin charges for atoms 1 to 4, given in e: atom 1 (Au): 0.90, atom 2 (C): -0.05, atom 3 (C): -0.43, atom 4 (O): 0.03

---

ORCA calculation (ωB97M-V/def2-TZVPD) on a structure of composition C22H61N5O9V2.

Geometry as XYZ:
```
99
Properties=species:S:1:pos:R:3
O 22.55 -2.80 -25.10
V 21.72 -3.33 -23.87
O 24.12 -6.68 -21.88
V 22.95 -6.35 -22.85
O 22.93 -8.16 -23.70
H 22.99 -7.77 -24.58
C 21.92 -5.62 -27.06
C 21.29 -5.98 -25.72
O 21.87 -5.39 -24.56
H 21.66 -4.58 -27.32
H 21.42 -6.27 -27.77
H 23.01 -5.61 -27.10
H 21.51 -7.06 -25.63
H 20.20 -6.01 -25.70
C 22.17 -2.65 -30.37
C 23.58 -2.18 -30.72
C 23.76 -1.96 -32.23
O 22.83 -0.99 -32.60
C 22.77 -0.85 -34.02
N 23.73 -0.90 -30.02
H 21.39 -2.07 -30.86
H 21.94 -2.69 -29.31
H 22.05 -3.64 -30.83
H 24.35 -2.83 -30.31
H 23.57 -2.92 -32.74
H 24.80 -1.71 -32.47
H 21.98 -0.12 -34.21
H 22.58 -1.77 -34.57
H 23.64 -0.31 -34.41
H 24.70 -0.65 -29.84
H 23.31 -0.16 -30.58
C 23.86 -8.62 -27.97
C 22.90 -9.53 -27.17
C 22.29 -10.63 -28.02
O 23.25 -11.59 -28.41
C 22.87 -12.30 -29.55
N 23.61 -10.13 -25.97
H 23.52 -8.43 -28.99
H 24.84 -9.08 -28.07
H 23.88 -7.68 -27.41
H 22.09 -8.90 -26.78
H 21.96 -10.11 -28.93
H 21.48 -11.17 -27.52
H 22.78 -11.65 -30.44
H 21.86 -12.72 -29.47
H 23.59 -13.08 -29.78
H 24.50 -9.63 -25.97
H 23.91 -11.02 -26.40
C 17.63 -3.70 -22.02
C 18.76 -3.67 -23.07
C 18.77 -2.43 -23.94
O 19.82 -2.58 -24.90
C 19.42 -2.34 -26.25
N 20.11 -3.76 -22.38
H 17.45 -2.67 -21.70
H 17.90 -4.29 -21.15
H 16.75 -4.17 -22.47
H 18.68 -4.58 -23.66
H 18.97 -1.60 -23.25
H 17.81 -2.38 -24.44
H 18.62 -3.03 -26.56
H 20.22 -2.59 -26.94
H 18.96 -1.36 -26.41
H 20.10 -3.19 -21.52
H 20.05 -4.70 -21.98
C 19.08 -10.58 -23.07
C 19.46 -10.68 -24.53
C 19.16 -9.39 -25.27
O 19.43 -9.66 -26.63
C 19.04 -8.64 -27.51
N 20.91 -10.98 -24.65
H 19.65 -9.80 -22.56
H 19.26 -11.51 -22.53
H 18.00 -10.45 -23.00
H 18.85 -11.46 -25.02
H 19.81 -8.61 -24.85
H 18.09 -9.18 -25.17
H 17.98 -8.69 -27.78
H 19.56 -8.68 -28.47
H 19.25 -7.64 -27.10
H 21.00 -11.98 -24.44
H 21.06 -11.03 -25.66
C 26.89 -5.29 -23.40
C 25.85 -4.91 -24.42
C 26.38 -4.92 -25.85
O 25.39 -4.74 -26.83
C 25.87 -5.17 -28.10
N 24.71 -5.92 -24.39
H 27.24 -6.33 -23.38
H 26.52 -5.20 -22.38
H 27.76 -4.65 -23.48
H 25.50 -3.91 -24.15
H 26.87 -5.90 -25.94
H 27.16 -4.16 -26.01
H 25.91 -6.26 -28.13
H 26.88 -4.76 -28.25
H 25.27 -4.82 -28.94
H 25.29 -6.75 -24.55
H 24.16 -5.75 -25.23
```

Values from the calculation:
Net charge = +2
E_HOMO (alpha / beta) = -12.514 / -12.514 eV
Frontier orbital gap (alpha / beta) = 3.071 / 3.384 eV
Energy relative to the best compared isomer or geometry (same formula, charge and spin) = 23.4 kcal/mol
2S+1 = 3
<S²> = 2.088

Here are the Löwdin charges for atoms 1 to 4, given in e: atom 1 (O): -0.17, atom 2 (V): 1.20, atom 3 (O): -0.26, atom 4 (V): 1.02

---

ORCA calculation (ωB97M-V/def2-TZVPD) on a structure of composition C6H7KMgO7.

Geometry as XYZ:
```
22
Properties=species:S:1:pos:R:3
O 1.88 -0.06 -0.51
C 2.91 0.71 0.14
C 1.70 0.98 0.95
O 0.80 -0.86 1.89
C -0.46 -1.17 1.94
O -0.78 -1.39 0.57
O -1.31 -0.97 2.75
K 1.70 1.21 -3.00
Mg 1.32 -1.87 0.19
H 3.24 1.56 -0.47
H 3.72 0.13 0.57
H 1.01 1.75 0.59
H 1.94 1.16 2.00
O -1.37 0.51 -1.68
C -1.79 1.24 -0.63
C -1.86 -0.83 -1.52
O -1.67 2.42 -0.50
O -2.23 0.42 0.34
C -1.98 -0.93 -0.01
H -1.17 -1.54 -1.98
H -2.82 -0.92 -2.04
H -2.78 -1.54 0.43
```

Values from the calculation:
Net charge = +2
E_HOMO = -17.378 eV
Frontier orbital gap = 7.864 eV
Energy relative to the best compared isomer or geometry (same formula, charge and spin) = 72.9 kcal/mol

Here are the Löwdin charges for atoms 1 to 4, given in e: atom 1 (O): -0.35, atom 2 (C): -0.20, atom 3 (C): 0.15, atom 4 (O): -0.09

---

ORCA calculation (ωB97M-V/def2-TZVPD) on a cluster of 2 separate species, C27H51BBrI3N2O9P2 in total.

Geometry as XYZ:
```
96
Properties=species:S:1:pos:R:3
C 1.37 -4.35 1.28
C 1.85 -2.91 1.46
C 1.18 -1.91 0.50
P -0.13 -0.65 1.12
I -1.14 -2.44 2.86
C -1.43 -1.34 -0.16
C -1.30 -0.78 -1.57
B -1.57 0.63 1.66
O -2.18 1.44 0.69
O -2.03 0.76 2.94
C -3.22 1.49 3.24
C -3.65 1.13 4.64
O 0.98 -0.08 2.29
C 1.95 0.94 1.97
C 3.29 0.20 1.75
C 4.64 0.79 2.19
O 5.23 0.02 3.25
C 5.84 0.74 4.20
O 6.92 0.43 4.71
C 2.02 1.69 3.34
I 2.43 0.15 4.85
C 0.78 2.49 3.79
C 0.00 2.10 5.03
I 1.45 4.52 4.29
C 1.39 1.51 0.56
C 0.63 2.84 0.34
C 1.37 4.17 0.34
C 0.41 5.34 0.44
C -0.25 5.76 -0.85
O -1.03 6.76 -0.93
O 0.08 5.00 -1.94
C -0.96 4.31 -2.65
C -2.29 4.23 -1.96
P 2.49 1.71 -1.01
O 3.01 0.18 -1.30
Br 4.46 2.65 -0.35
O 0.54 0.54 0.02
H 1.93 -5.03 1.91
H 1.58 -4.64 0.25
H 0.31 -4.45 1.43
H 2.91 -2.93 1.22
H 1.79 -2.59 2.49
H 0.81 -2.47 -0.35
H 1.97 -1.29 0.12
H -2.45 -1.10 0.15
H -1.41 -2.43 -0.15
H -0.32 -0.95 -2.01
H -2.08 -1.22 -2.20
H -1.51 0.28 -1.52
H -2.29 2.34 0.97
H -2.99 2.56 3.21
H -4.00 1.27 2.52
H -3.43 0.08 4.81
H -3.09 1.70 5.37
H -4.71 1.31 4.79
H 3.38 -0.02 0.70
H 3.21 -0.77 2.23
H 4.60 1.84 2.45
H 5.34 0.72 1.37
H 5.23 1.59 4.56
H 2.90 2.30 3.47
H 0.05 2.58 3.01
H -0.44 1.12 4.89
H -0.82 2.80 5.13
H 0.59 2.18 5.93
H -0.28 2.90 0.91
H 0.31 2.71 -0.69
H 1.85 4.30 -0.63
H 2.15 4.22 1.08
H -0.41 5.14 1.12
H 0.90 6.24 0.81
H -1.08 4.77 -3.63
H -0.58 3.31 -2.82
H -2.79 5.18 -1.92
H -2.21 3.82 -0.95
H -2.91 3.54 -2.53
H 3.97 0.15 -1.27
C -2.25 -4.63 -2.29
C -2.33 -5.70 -3.35
N -2.32 -5.10 -4.70
C -3.24 -4.20 -5.18
C -2.89 -3.92 -6.46
N -1.75 -4.65 -6.73
C -1.44 -5.36 -5.65
C -1.02 -4.66 -8.00
H -3.09 -3.93 -2.36
H -2.27 -5.07 -1.30
H -1.33 -4.05 -2.39
H -3.23 -6.30 -3.26
H -1.48 -6.38 -3.29
H -4.05 -3.85 -4.56
H -3.32 -3.27 -7.19
H -0.60 -6.03 -5.57
H -1.01 -5.67 -8.41
H 0.00 -4.32 -7.84
H -1.52 -4.00 -8.70
```

Values from the calculation:
E_HOMO = -6.513 eV
Frontier orbital gap = 5.190 eV

Here are the Löwdin charges for atoms 1 to 4, given in e: atom 1 (C): -0.17, atom 2 (C): -0.36, atom 3 (C): -0.27, atom 4 (P): 0.54

---

ORCA calculation (ωB97M-V/def2-TZVPD) on a cluster of 2 separate species, C3H6N2O in total.

Geometry as XYZ:
```
12
Properties=species:S:1:pos:R:3
C 0.33 -0.96 -0.98
C 1.30 -0.19 -0.37
N 0.88 1.09 -0.38
C -0.39 1.10 -0.97
N -0.70 -0.13 -1.30
H 0.33 -2.03 -1.08
H 2.32 -0.50 -0.21
H 1.44 1.86 -0.09
H -1.09 1.91 -1.02
O -1.73 -0.50 2.36
H -1.71 -1.47 2.22
H -0.98 -0.19 1.82
```

Values from the calculation:
E_HOMO = -9.084 eV
Frontier orbital gap = 9.841 eV
Energy relative to the best compared isomer or geometry (same formula, charge and spin) = 25.0 kcal/mol
SMILES = c1c[nH]cn1.O

Here are the Löwdin charges for atoms 1 to 4, given in e: atom 1 (C): -0.16, atom 2 (C): -0.15, atom 3 (N): 0.04, atom 4 (C): -0.19

---

Let's list F_max in order: 0.1792; 0.0925; 0.0693; 0.0077; 0.0279; 0.0287; 0.0352; 0.0046; 0.1287; 0.0808; 0.0918; 0.0425 Eh/bohr.